1.
C12H23ClNOZn as an isolated structure in a non-equilibrium geometry. Source: OMol25; level of theory: the ωB97M-V functional and the def2-TZVPD basis.

Structure (XYZ):
```
39
C12H23ClNOZn (the ωB97M-V functional and the def2-TZVPD basis)
C 3.25288 -1.10540 0.90761
C 1.94657 -1.83169 0.57998
C 1.47208 -1.68127 -0.87066
C 0.30058 -0.72783 -1.18177
Cl -0.00792 -0.95447 -2.95641
C -0.96684 -1.22139 -0.44715
C -2.02913 -0.21678 0.06187
C -2.36847 -0.46321 1.54352
C -3.33106 -0.37945 -0.76506
N -1.60267 1.22231 -0.05271
O -2.36886 2.01928 0.33342
C -0.15040 1.63896 -0.04474
C -0.06271 3.08897 -0.54144
C 0.32592 1.57796 1.41558
C 0.67227 0.76500 -1.00050
H 3.54020 -1.29050 1.94745
H 3.19734 -0.01971 0.77845
H 4.09800 -1.52855 0.33066
H 2.11084 -2.89554 0.77799
H 1.17518 -1.51506 1.28679
H 2.34078 -1.25190 -1.47695
H 1.26925 -2.64675 -1.33884
H -0.70053 -1.87280 0.39076
H -1.47713 -1.86842 -1.16207
H -3.20586 0.15743 1.86629
H -1.50650 -0.35573 2.20372
H -2.69299 -1.50710 1.59393
H -3.91415 -1.19162 -0.33020
H -3.94120 0.52554 -0.70351
H -3.11241 -0.58384 -1.81362
H -0.40589 3.17794 -1.57524
H 0.99085 3.38231 -0.51360
H -0.61352 3.77124 0.10516
H 1.28927 2.09524 1.43692
H 0.46765 0.56141 1.78834
H -0.35479 2.12006 2.07394
H 0.58322 1.21187 -1.99229
H 1.72545 0.87674 -0.71829
Zn 4.05468 -1.08322 -1.93733
```

Values from the calculation:
- E_HOMO (alpha / beta) (hartree) = -0.6133 / -0.6435
- LUMO energy (alpha / beta) (hartree) = -0.32671 / -0.37852
- spin multiplicity = 2
- total charge = +2
- largest force on an atom (eV Å⁻¹) = 2.546

Löwdin population analysis, charges in e, atoms 1 to 2: -0.1135 -0.2154



2.
C29H23N6O8STi as an isolated structure. Source: OMol25; level of theory: the ωB97M-V functional and the def2-TZVPD basis.

Structure (XYZ):
```
68
C29H23N6O8STi (the ωB97M-V functional and the def2-TZVPD basis)
Ti 0.39096 0.34287 0.06497
N -1.15588 2.55385 3.54780
C -1.14114 1.60279 2.58367
N -0.07562 1.14631 2.04677
C 1.18912 1.62433 2.47750
N 2.26493 1.05018 2.07623
N 2.10038 0.01182 1.19597
C 3.25369 -0.66498 1.02067
C 3.38027 -1.88604 0.32030
C 4.66478 -2.46616 0.18854
C 4.80035 -3.68040 -0.43316
C 3.66239 -4.32211 -0.92289
C 2.44308 -3.67531 -0.76823
N 2.28203 -2.49610 -0.18577
C 1.22415 2.80166 3.34465
C 2.38993 3.50088 3.64135
C 2.35627 4.59481 4.48917
C 1.15149 5.01365 5.04418
C -0.02209 4.34163 4.74230
C 0.02090 3.24659 3.89609
H -2.03898 2.87033 3.90820
H -2.10441 1.21314 2.26354
H 4.13497 -0.23978 1.48957
H 5.52537 -1.94092 0.58264
H 5.77871 -4.13397 -0.53933
H 3.71519 -5.28489 -1.41088
H 1.53821 -4.14346 -1.13811
H 3.31150 3.16377 3.18883
H 3.26893 5.12992 4.71334
H 1.12305 5.87065 5.70382
H -0.96898 4.66709 5.15728
O 0.93183 0.55395 -4.07109
C 0.43702 0.68428 -2.96612
O 0.88506 0.14176 -1.88334
C -0.87258 1.46958 -2.82353
C -1.92846 0.64106 -2.07026
C -3.32781 1.18221 -2.34815
C -3.31209 2.50011 -1.53614
C -1.91590 2.46051 -0.91454
O -1.72007 1.04616 -0.69083
C -0.83402 2.77682 -1.95480
C 0.47395 3.09600 -1.22882
O 1.10049 4.09584 -1.51642
O 0.77590 2.27993 -0.26661
H -1.20557 1.69851 -3.83428
H -1.80984 -0.43574 -2.14671
H -4.08525 0.49421 -1.97449
H -3.49388 1.33484 -3.41364
H -4.07970 2.49564 -0.76232
H -3.45064 3.38885 -2.15140
H -1.80093 2.99265 0.02743
H -1.08753 3.64844 -2.55541
O -1.77523 -5.16043 1.61835
S -2.75066 -4.08391 1.49158
O -3.40079 -4.25687 -0.07068
N -1.97845 -2.66380 1.35143
C -1.35077 -2.33859 0.24868
O -0.65704 -1.27170 0.18307
C -1.50688 -3.11057 -0.99956
C -0.69042 -2.86793 -2.10409
C -0.90621 -3.53524 -3.29526
C -1.94988 -4.45447 -3.38940
C -2.76730 -4.70825 -2.30214
C -2.54488 -4.03305 -1.10827
H 0.11066 -2.14364 -2.01541
H -0.26923 -3.33009 -4.14509
H -2.12589 -4.97951 -4.32017
H -3.58052 -5.41971 -2.35058
```

Values from the calculation:
- E_HOMO (alpha / beta) (hartree) = -0.1069 / -0.1972
- LUMO energy (alpha / beta) (hartree) = 0.07502 / 0.07504
- spin multiplicity = 3
- total charge = -1
- largest force on an atom (eV Å⁻¹) = 0.734
- energy above the lowest of the compared OMol25 structures with the same formula, charge and spin (kcal per mole) = 24.5

Löwdin population analysis, charges in e, atoms 1 to 2: 1.1151 0.1140



3.
C56H56AsN2O6SSeTa as an isolated structure in a non-equilibrium geometry. Source: OMol25; level of theory: the ωB97M-V functional and the def2-TZVPD basis.

Structure (XYZ):
```
124
C56H56AsN2O6SSeTa (the ωB97M-V functional and the def2-TZVPD basis)
Ta -0.04696 -0.36325 -0.39342
O -1.62363 -0.43021 3.01551
C -1.15999 0.89639 3.21101
C -0.00857 1.17857 2.25177
O 0.59776 2.19864 2.19550
O 0.36135 0.10666 1.43254
C -2.32014 1.87463 2.99865
C -2.31093 2.97172 2.14905
C -3.39117 3.84941 2.12491
C -4.47362 3.65817 2.96443
C -4.48558 2.56457 3.82169
C -3.42802 1.67486 3.82360
C -0.54499 1.08469 4.60580
C -0.59824 2.31596 5.24626
C -0.01314 2.47523 6.49189
C 0.62938 1.40883 7.10377
C 0.69917 0.18429 6.46032
C 0.12287 0.02479 5.20775
H -1.65024 -0.88089 3.87015
H -1.45321 3.17820 1.53018
H -3.36331 4.70995 1.46874
H -5.29731 4.35886 2.96919
H -5.31591 2.41467 4.49783
H -3.43443 0.83994 4.51508
H -1.10191 3.15034 4.77780
H -0.06388 3.43327 6.99002
H 1.08019 1.53528 8.07843
H 1.21056 -0.64641 6.92757
H 0.21986 -0.92457 4.70144
C -0.17178 -0.26068 -7.34088
O -0.23678 1.09475 -6.87906
C -0.26257 1.33836 -5.58217
C -0.29592 2.71845 -5.24143
C -0.29778 3.09216 -3.93788
C -0.29532 2.12109 -2.89315
C -0.32616 2.50028 -1.54135
C -0.26190 3.92210 -1.09056
O -0.45527 1.64230 -0.58735
C -0.27997 0.74883 -3.27566
O -0.27256 -0.16421 -2.32080
C -0.25449 0.34655 -4.60038
H -0.13154 -0.19464 -8.42253
H -1.06604 -0.80428 -7.03394
H 0.72997 -0.74127 -6.96057
H -0.30578 3.44093 -6.04360
H -0.31491 4.14403 -3.69238
H 0.42695 4.50791 -1.69452
H 0.04605 3.94699 -0.04828
H -1.25350 4.37612 -1.17408
H -0.22978 -0.70586 -4.83292
S 2.19716 -0.72628 -1.07831
C 3.01993 -1.83226 0.05987
C 4.39440 -1.72799 0.22209
C 5.06732 -2.70803 0.93811
C 4.38379 -3.79689 1.46384
C 3.00889 -3.89390 1.30416
C 2.32471 -2.89980 0.61845
As 0.41898 -2.92475 0.35111
C 0.11077 -4.36753 -0.86437
C 0.49906 -4.16115 -2.18876
C 0.38318 -5.19409 -3.10329
C -0.12156 -6.42544 -2.69980
C -0.50577 -6.62540 -1.38468
C -0.39115 -5.59661 -0.45662
C -0.33258 -3.39352 2.04976
C 0.43220 -3.35144 3.20995
C -0.14163 -3.70783 4.42421
C -1.47383 -4.08580 4.48695
C -2.24124 -4.11347 3.32923
C -1.67582 -3.76851 2.11036
H 4.93679 -0.90258 -0.21724
H 6.13733 -2.62770 1.07079
H 4.92204 -4.56792 1.99680
H 2.48154 -4.74717 1.71765
H 0.90443 -3.20512 -2.50521
H 0.69052 -5.04377 -4.12893
H -0.20900 -7.23232 -3.41402
H -0.89168 -7.58643 -1.07370
H -0.68105 -5.77375 0.57175
H 1.47012 -3.04477 3.18402
H 0.45951 -3.69160 5.32379
H -1.91284 -4.37080 5.43309
H -3.27716 -4.42270 3.37676
H -2.28366 -3.80226 1.21408
C -7.63385 -3.03033 2.21975
C -6.83686 -2.81703 0.94004
C -5.33114 -2.98995 1.13332
C -4.65249 -1.85256 1.88690
N -4.65886 -0.59419 1.13162
C -3.79449 -0.26187 0.16292
Se -2.52166 -1.45790 -0.54142
N -4.14842 0.93181 -0.35476
C -3.54945 1.59600 -1.51444
C -3.89765 0.95680 -2.85591
C -5.39128 0.83288 -3.14889
C -6.06575 2.16521 -3.44941
C -5.25564 1.40378 0.34616
C -5.97944 2.58921 0.24119
C -7.06296 2.72770 1.08167
C -7.41520 1.72595 2.00135
C -6.68644 0.56308 2.11814
C -5.59116 0.42662 1.26988
H -8.70412 -2.93789 2.04205
H -7.37873 -2.31397 3.00225
H -7.45442 -4.02653 2.62672
H -7.04357 -1.82705 0.52159
H -7.17544 -3.53012 0.18698
H -4.83175 -3.11655 0.16996
H -5.14263 -3.90640 1.69912
H -3.60936 -2.06432 2.10987
H -5.15213 -1.63781 2.83168
H -2.48078 1.58926 -1.34591
H -3.87978 2.63343 -1.46449
H -3.41618 -0.02053 -2.91054
H -3.42652 1.57797 -3.62514
H -5.89276 0.33136 -2.31483
H -5.51573 0.16796 -4.00508
H -6.07462 2.83212 -2.58829
H -7.10300 2.02666 -3.75065
H -5.55442 2.68328 -4.26255
H -5.71266 3.36647 -0.45820
H -7.66244 3.62551 1.02859
H -8.27922 1.87605 2.63332
H -6.95810 -0.19993 2.83170
```

Values from the calculation:
- E_HOMO (hartree) = -0.4794
- LUMO energy (hartree) = -0.22589
- total charge = +2
- largest force on an atom (eV Å⁻¹) = 1.268
- energy above the lowest of the compared OMol25 structures with the same formula, charge and spin (kcal per mole) = 26.5

Löwdin population analysis, charges in e, atoms 1 to 2: 1.3171 -0.0025



4.
C5H12N2 as an isolated structure in a non-equilibrium geometry. Source: OMol25; level of theory: the ωB97M-V functional and the def2-TZVPD basis.

Structure (XYZ):
```
19
C5H12N2 (the ωB97M-V functional and the def2-TZVPD basis)
C 1.01810 -1.25184 -0.02341
C 0.39111 -0.29668 -1.08014
C -0.71459 0.49977 -0.37696
C -0.09401 1.56641 0.53884
N -0.89592 2.68856 1.03831
C -1.95637 -0.15406 0.12458
N 1.74976 -2.42809 -0.44530
H 1.48282 -0.66518 0.78681
H 0.11829 -1.48633 0.56339
H 1.10499 0.36932 -1.57276
H -0.01264 -0.93788 -1.87128
H 0.96130 1.51509 0.80249
H -1.19823 1.56056 1.24793
H -0.36125 3.02284 1.83375
H -1.25918 1.14387 -1.10314
H -2.13861 -0.14405 1.21009
H -2.83997 0.04000 -0.45454
H 2.51516 -2.67776 0.16076
H 2.12925 -2.36455 -1.37941
```

Values from the calculation:
- E_HOMO (alpha / beta) (hartree) = -0.0338 / -0.0340
- LUMO energy (alpha / beta) (hartree) = 0.14809 / 0.14778
- spin multiplicity = 2
- total charge = -1
- largest force on an atom (eV Å⁻¹) = 2.954
- energy above the lowest of the compared OMol25 structures with the same formula, charge and spin (kcal per mole) = 103.8

Löwdin population analysis, charges in e, atoms 1 to 2: -0.3356 -0.2078